Formula: C10H40N10O10
Source: OMol25
Level of theory: ωB97M-V/def2-TZVPD

Atoms and positions in Å:
C -2.6283 1.8539 -2.1255
O -3.4102 2.0981 -3.2138
N -1.8143 0.8984 -2.0249
N -2.6633 2.7216 -1.2069
H -1.9346 0.1340 -2.7781
H -0.9844 0.9049 -1.3693
H -3.2546 3.6024 -1.3768
H -2.1110 2.7427 -0.3407
C 1.0657 0.3228 -0.5414
O 2.0761 0.4215 -1.5077
N 0.2045 1.2187 -0.3700
N 0.9893 -0.6163 0.3551
H 0.3278 1.9783 -1.0849
H -0.4622 1.3653 0.3211
H 1.7186 -1.3867 0.3789
H 0.1194 -0.7683 0.8204
C -1.1267 -2.4874 3.7537
O -2.2940 -3.0999 3.2967
N -0.1295 -2.5588 3.0150
N -0.9115 -2.0639 4.9791
H -0.5147 -2.8905 2.1224
H 0.7970 -2.1516 3.1479
H -1.8040 -2.1406 5.4967
H -0.0349 -1.9822 5.5080
C 0.5106 4.0877 -1.9462
O 1.6214 4.8616 -1.5657
N 0.5938 2.9225 -2.3241
N -0.6791 4.5571 -1.8216
H 1.5096 2.4851 -2.4919
H -0.2654 2.5298 -2.7006
H -0.7847 5.4462 -1.3480
H -1.5944 4.0180 -1.9077
C -2.9689 0.1406 1.2776
O -2.1070 1.2705 1.4183
N -3.6890 -0.2669 2.2398
N -3.3268 -0.2520 0.1181
H -3.6585 0.0679 3.2038
H -4.4098 -0.9622 2.0858
H -2.7802 0.1649 -0.6743
H -3.9325 -1.0798 -0.1073
C 1.0857 -1.4065 -4.2967
O 0.0757 -2.3178 -4.6575
H 0.6110 -0.7698 -3.5915
H 1.4918 -0.7772 -5.1689
H 1.8769 -1.8557 -3.7519
H 0.1994 -3.1771 -4.2565
C 2.1063 3.0366 1.4096
O 2.0504 4.4084 1.2868
H 1.1372 2.4704 1.4028
H 2.6266 2.8160 2.4540
H 2.6330 2.6935 0.5593
H 2.0030 4.6561 0.3705
C -1.2149 -2.5894 -0.9959
O -1.1411 -2.3133 0.3874
H -0.2404 -2.7416 -1.5494
H -1.7828 -1.7893 -1.3886
H -1.7591 -3.5555 -1.1494
H -2.0111 -1.9635 0.5876
C 3.3777 -0.3742 2.4149
O 2.0184 -0.0511 2.7036
H 3.5513 0.0752 1.4163
H 3.4447 -1.4951 2.3082
H 4.0274 -0.0067 3.2007
H 1.5388 -0.0463 1.8771
C 2.9148 -3.5540 -0.4174
O 2.1472 -3.1165 0.6935
H 3.0353 -4.6565 -0.4408
H 3.9346 -3.1502 -0.3674
H 2.4986 -3.0893 -1.2683
H 2.5040 -3.4671 1.5171

## Properties
HOMO energy	-9.06	eV
ΔE to the lowest compared entry with this formula, charge and spin	9.191	eV
lowest unoccupied orbital energy	0.0384	eV
structure (SMILES)	NC(N)=O.NC(N)=O.NC(N)=O.NC(N)=O.NC(N)=O.CO.CO.CO.CO.CO
HOMO-LUMO gap	9.094	eV
multiplicity	1
maximum force	12.6	eV/Å
total charge	0
E	-1704.7882	a.u.

=====

Formula: C28H26CdN9O2S3
Source: OMol25
Level of theory: ωB97M-V/def2-TZVPD

Atoms and positions in Å:
Cd -0.5842 0.6853 1.3927
N -1.7340 -3.1500 -1.5292
C -1.7081 -2.0551 -0.6653
N -0.8528 -1.8707 0.2447
C 0.1260 -2.7788 0.4980
N 0.9943 -2.5868 1.4712
N 0.8902 -1.3721 2.0022
C 1.8696 -1.0029 2.7742
C 1.7656 0.2032 3.5087
C 2.8885 0.4576 4.3017
C 2.8391 1.5562 5.2125
C 1.6336 2.2426 5.3156
C 0.5704 2.0039 4.3962
N 0.6696 1.0708 3.4610
C 0.0953 -4.0447 -0.2977
C 0.8712 -5.1678 -0.0014
C 0.7849 -6.3302 -0.6869
C -0.1364 -6.3990 -1.7401
C -1.0611 -5.4294 -2.0085
C -0.8650 -4.2059 -1.3750
H -2.2656 -3.0167 -2.3633
H -2.5593 -1.3511 -0.6645
H 2.8433 -1.5164 2.7976
H 3.7981 -0.1374 4.1646
H 3.7029 1.8242 5.8018
H 1.5381 3.0425 6.0134
H -0.3171 2.6004 4.5120
H 1.5251 -5.1136 0.8701
H 1.5835 -7.0745 -0.5345
H -0.1172 -7.2600 -2.3336
H -1.8588 -5.6380 -2.8017
C -5.3109 1.4176 3.2122
C -3.9337 1.5569 2.5639
S -3.2162 0.0839 2.0502
C -3.2984 2.8055 2.3868
C -4.3158 3.9023 2.5177
S -1.6493 3.0553 2.1134
H -5.4916 0.3673 3.5466
H -6.1995 1.8098 2.7047
H -5.1230 1.9524 4.1846
H -5.2144 3.6384 1.9150
H -3.9634 4.9132 2.1759
H -4.7739 4.0589 3.5089
N 2.4279 -0.6082 -6.6577
C 1.6032 -0.2996 -5.5969
C 0.5339 0.5597 -5.8742
C -0.2837 1.0115 -4.8093
C -0.0127 0.5879 -3.4683
C 1.0407 -0.3676 -3.2172
C 1.8837 -0.6608 -4.2333
S -0.8779 1.3304 -2.1326
O -2.0743 0.5149 -1.9026
O -1.0967 2.6727 -2.5992
N 0.1409 1.2408 -0.8178
C 1.2812 1.9407 -0.6153
N 1.6083 2.0233 0.7088
C 2.6090 2.8105 1.0392
C 3.3184 3.5348 0.0933
C 2.8814 3.4832 -1.2047
N 1.8394 2.7366 -1.5932
H 2.0654 -0.3975 -7.5883
H 3.1150 -1.3536 -6.5437
H 0.3300 0.8787 -6.8891
H -1.1615 1.6301 -4.9149
H 1.1904 -0.9058 -2.2104
H 2.8387 -1.2382 -4.0822
H 2.8541 2.8903 2.1131
H 4.1887 4.1547 0.3940
H 3.3170 4.0836 -2.0136

## Properties
HOMO energy	-1.89	eV
lowest unoccupied orbital energy	1.3487	eV
HOMO-LUMO gap	3.241	eV
multiplicity	1
maximum force	4.7	eV/Å
total charge	-1
E	-3088.1703	a.u.

=====

Formula: C8H27BN11O8
Source: OMol25
Level of theory: ωB97M-V/def2-TZVPD

Atoms and positions in Å:
C 1.4111 -1.7326 -4.4434
N 0.5292 -2.6818 -3.7810
C -0.2131 -3.4751 -4.7342
B 1.2952 -3.5077 -2.8136
O 2.3097 -4.3553 -3.2220
C 0.9610 -3.3894 -1.2286
O 1.8575 -3.7863 -0.4260
O -0.1380 -2.8839 -0.8850
H 2.2991 -2.1846 -4.8967
H 0.8533 -1.1445 -5.1667
H 1.7660 -1.0326 -3.6891
H -0.9403 -4.1012 -4.2303
H 0.4044 -4.0990 -5.3959
H -0.7939 -2.8064 -5.3699
H 3.1476 -3.8794 -3.2207
C 0.1548 -0.6105 1.9411
O -0.0787 0.1076 0.9807
N 0.3720 -1.9461 1.8721
N 0.2032 -0.0706 3.2162
H 0.5701 -2.4916 2.6878
H 0.3309 -2.4320 0.9679
H 0.0409 0.9184 3.3053
H 0.3877 -0.6126 4.0369
C -1.9404 3.3055 2.3840
O -1.2875 3.0305 3.3798
N -2.2451 4.5939 2.0374
N -2.4259 2.3463 1.5417
H -2.7873 4.8329 1.2308
H -1.9003 5.3269 2.6359
H -2.1950 1.3927 1.7570
H -2.9604 2.5461 0.7189
C 5.6770 -3.2145 -5.2050
O 4.6541 -3.2400 -4.5530
N 6.4648 -2.0966 -5.2921
N 6.1236 -4.3030 -5.9066
H 7.3118 -2.0532 -5.8238
H 6.1616 -1.2856 -4.7869
H 5.5651 -5.1344 -5.8589
H 6.9632 -4.3075 -6.4514
C -5.4436 -1.0513 2.6544
O -6.4647 -1.2773 3.2868
N -4.7722 0.1358 2.7465
N -4.8863 -1.9644 1.8046
H -3.9383 0.3404 2.2342
H -5.1453 0.8306 3.3635
H -5.3502 -2.8471 1.7143
H -4.0449 -1.8009 1.2816
C -0.8593 7.0484 4.9961
O -0.5661 6.5381 3.9318
N -1.3575 6.3124 6.0337
N -0.7123 8.3900 5.2382
H -1.6074 6.6998 6.9223
H -1.4684 5.3257 5.8778
H -0.3464 8.9508 4.4930
H -0.9461 8.8260 6.1085

## Properties
HOMO energy	-3.75	eV
lowest unoccupied orbital energy	1.9508	eV
HOMO-LUMO gap	5.706	eV
multiplicity	1
maximum force	0.9	eV/Å
total charge	-1
E	-1550.4241	a.u.

=====

Formula: C35H60CaF12O30P2
Source: OMol25
Level of theory: ωB97M-V/def2-TZVPD

Atoms and positions in Å:
Ca -18.5278 -3.3463 -13.3022
P -20.6923 -4.6087 -11.3333
F -21.3897 -3.7401 -10.2122
F -20.8340 -3.3350 -12.3634
F -19.1773 -3.9696 -11.0372
F -19.9778 -5.2355 -12.6172
F -20.4469 -5.8922 -10.4290
F -22.0991 -5.2467 -11.8294
P -15.2906 -3.0951 -11.2630
F -14.5353 -4.4456 -11.7297
F -14.2970 -2.0993 -12.0530
F -16.2780 -3.0673 -12.5942
F -16.1001 -1.7274 -10.7753
F -16.3997 -4.0470 -10.5906
F -14.4401 -2.9297 -9.9032
C -16.9660 -0.1212 -8.1459
C -16.2107 -1.2079 -7.3942
C -15.1737 -0.5003 -6.5221
O -15.2300 -1.2224 -5.3072
C -16.4132 -1.8486 -5.2219
O -16.8187 -2.3808 -4.2415
O -17.0614 -1.8686 -6.4383
H -17.4473 0.6290 -7.5224
H -17.7434 -0.6241 -8.7252
H -16.3487 0.3701 -8.8997
H -15.6717 -1.8861 -8.0544
H -15.4214 0.5502 -6.3413
H -14.1653 -0.4829 -6.9400
C -11.4723 -4.8811 -11.6265
C -10.5013 -3.6943 -11.6429
C -11.0035 -2.3252 -11.1198
O -10.0292 -1.8809 -10.1828
C -9.0156 -2.8027 -10.1368
O -7.9781 -2.7248 -9.5724
O -9.3340 -3.8939 -10.8829
H -11.8964 -4.9819 -10.6272
H -11.0199 -5.8263 -11.9340
H -12.2447 -4.7732 -12.3879
H -10.2580 -3.5331 -12.6982
H -12.0202 -2.4219 -10.7391
H -10.9148 -1.6194 -11.9472
C -12.0552 -2.9728 -7.2418
C -11.2412 -1.9979 -6.3984
C -10.0645 -2.6340 -5.6860
O -9.0137 -1.7003 -5.8958
C -9.2965 -1.0237 -7.0322
O -8.5679 -0.3455 -7.6909
O -10.5957 -1.0964 -7.3081
H -12.8002 -2.4867 -7.8752
H -12.6379 -3.6105 -6.5778
H -11.3522 -3.4727 -7.9087
H -11.9063 -1.4246 -5.7471
H -9.8033 -3.5766 -6.1754
H -10.3215 -2.8067 -4.6433
C -11.5154 1.1668 -9.2490
C -12.0868 1.5311 -10.6257
C -13.4163 0.8425 -11.0959
O -14.3333 1.8829 -11.3690
C -13.7516 3.0568 -11.0682
O -14.2876 4.1254 -11.1384
O -12.5071 2.8919 -10.6341
H -11.0156 2.0341 -8.8166
H -10.8206 0.3374 -9.3623
H -12.2886 0.9527 -8.5069
H -11.2689 1.4312 -11.3441
H -13.7063 0.1751 -10.2811
H -13.1761 0.2199 -11.9528
C -11.4500 -1.5163 -16.9310
C -12.7290 -1.4773 -16.0984
C -12.5813 -1.5652 -14.5962
O -13.5731 -0.6562 -14.1143
C -13.9378 0.1546 -15.1054
O -14.7047 1.0647 -14.9985
O -13.3592 -0.2175 -16.2661
H -11.7708 -1.4906 -17.9724
H -10.9277 -2.4641 -16.7986
H -10.8139 -0.6623 -16.7111
H -13.4313 -2.2438 -16.4491
H -11.5472 -1.4104 -14.2750
H -12.8201 -2.5621 -14.2207
C -14.9480 -7.6528 -14.1171
O -15.9167 -6.6225 -14.1028
C -16.6945 -6.4692 -13.0175
O -17.4151 -5.5212 -12.8863
O -16.5172 -7.4045 -12.1458
C -17.2889 -7.4390 -10.9417
H -14.4133 -7.7222 -13.1691
H -14.2454 -7.4380 -14.9202
H -15.4660 -8.5957 -14.3180
H -17.2115 -8.3824 -10.4114
H -18.3335 -7.1696 -11.1050
H -16.9697 -6.6729 -10.2288
C -13.4195 -7.7699 -9.7479
O -13.8446 -6.7786 -8.8290
C -14.6218 -7.2020 -7.8272
O -14.8404 -8.3423 -7.5619
O -15.0895 -6.1550 -7.1191
C -15.0303 -4.8672 -7.7181
H -14.2379 -8.1052 -10.3883
H -13.0857 -8.6567 -9.2089
H -12.6099 -7.4679 -10.4066
H -15.5077 -5.0035 -8.6836
H -14.0162 -4.4816 -7.8062
H -15.4740 -4.0813 -7.1070
C -19.9257 -8.7496 -7.9575
O -19.3321 -7.4517 -7.9738
C -18.3041 -7.2578 -7.1441
O -17.6231 -8.0971 -6.6244
O -17.9522 -5.9796 -7.0694
C -18.5604 -4.9675 -7.8895
H -20.6611 -8.7821 -8.7538
H -20.3945 -8.9292 -6.9893
H -19.1627 -9.5213 -8.0617
H -17.9524 -4.0735 -8.0163
H -19.5630 -4.7788 -7.5210
H -18.4962 -5.3636 -8.9048
C -17.7276 -0.0180 -16.4439
O -16.8606 -1.0858 -16.8905
C -16.6550 -2.1235 -16.1050
O -17.0693 -2.2377 -14.9571
O -15.9092 -2.9906 -16.7528
C -15.4205 -4.0943 -15.9673
H -18.2038 0.3643 -17.3421
H -17.0828 0.7594 -16.0391
H -18.4575 -0.3669 -15.7205
H -16.1764 -4.8472 -15.7694
H -15.0529 -3.7273 -15.0046
H -14.5264 -4.4531 -16.4706
C -16.6032 0.3728 -12.8507
O -17.4981 0.4839 -11.7453
C -18.5702 -0.2205 -11.7040
O -18.8898 -1.1270 -12.4633
O -19.2486 0.1124 -10.6134
C -20.4772 -0.5159 -10.2717
H -17.0381 0.0035 -13.7718
H -15.7801 -0.2779 -12.5705
H -16.2184 1.3549 -13.1001
H -20.8794 0.1387 -9.5001
H -20.3583 -1.5397 -9.9264
H -21.2212 -0.4680 -11.0693

## Properties
HOMO energy	-10.20	eV
ΔE to the lowest compared entry with this formula, charge and spin	0.000	eV
lowest unoccupied orbital energy	-0.9321	eV
HOMO-LUMO gap	9.267	eV
multiplicity	1
maximum force	2.7	eV/Å
total charge	0
E	-6186.2542	a.u.

=====

Formula: C6H7N2
Source: OMol25
Level of theory: ωB97M-V/def2-TZVPD

Atoms and positions in Å:
C 2.0543 0.0503 0.5481
C 1.5904 -1.2933 0.7235
C 0.9248 0.7914 0.5742
C -1.6999 0.3084 -1.1948
C -0.9358 -0.1086 -2.0774
C -1.4658 0.2304 0.3013
N 0.2755 -1.3210 0.7869
N -0.1390 -0.0681 0.7450
H 3.0936 0.4041 0.4477
H 2.1789 -2.0692 0.8799
H 0.9508 1.9088 0.7408
H -2.7250 0.8280 -1.2933
H -0.0982 -0.4391 -2.5786
H -1.7924 1.1647 0.6219
H -2.2121 -0.3868 0.7750

## Properties
HOMO energy (spin up / spin down)	-13.78 / -13.78	eV
ΔE to the lowest compared entry with this formula, charge and spin	5.138	eV
lowest unoccupied orbital energy (spin up / spin down)	-7.8202 / -7.8181	eV
HOMO-LUMO gap (spin up / spin down)	5.961 / 5.963	eV
multiplicity	1
maximum force	4.7	eV/Å
total charge	+1
E	-341.8789	a.u.

=====

Copy entry 1 word for word.
Formula: C10H40N10O10
Source: OMol25
Level of theory: ωB97M-V/def2-TZVPD

Atoms and positions in Å:
C -2.6283 1.8539 -2.1255
O -3.4102 2.0981 -3.2138
N -1.8143 0.8984 -2.0249
N -2.6633 2.7216 -1.2069
H -1.9346 0.1340 -2.7781
H -0.9844 0.9049 -1.3693
H -3.2546 3.6024 -1.3768
H -2.1110 2.7427 -0.3407
C 1.0657 0.3228 -0.5414
O 2.0761 0.4215 -1.5077
N 0.2045 1.2187 -0.3700
N 0.9893 -0.6163 0.3551
H 0.3278 1.9783 -1.0849
H -0.4622 1.3653 0.3211
H 1.7186 -1.3867 0.3789
H 0.1194 -0.7683 0.8204
C -1.1267 -2.4874 3.7537
O -2.2940 -3.0999 3.2967
N -0.1295 -2.5588 3.0150
N -0.9115 -2.0639 4.9791
H -0.5147 -2.8905 2.1224
H 0.7970 -2.1516 3.1479
H -1.8040 -2.1406 5.4967
H -0.0349 -1.9822 5.5080
C 0.5106 4.0877 -1.9462
O 1.6214 4.8616 -1.5657
N 0.5938 2.9225 -2.3241
N -0.6791 4.5571 -1.8216
H 1.5096 2.4851 -2.4919
H -0.2654 2.5298 -2.7006
H -0.7847 5.4462 -1.3480
H -1.5944 4.0180 -1.9077
C -2.9689 0.1406 1.2776
O -2.1070 1.2705 1.4183
N -3.6890 -0.2669 2.2398
N -3.3268 -0.2520 0.1181
H -3.6585 0.0679 3.2038
H -4.4098 -0.9622 2.0858
H -2.7802 0.1649 -0.6743
H -3.9325 -1.0798 -0.1073
C 1.0857 -1.4065 -4.2967
O 0.0757 -2.3178 -4.6575
H 0.6110 -0.7698 -3.5915
H 1.4918 -0.7772 -5.1689
H 1.8769 -1.8557 -3.7519
H 0.1994 -3.1771 -4.2565
C 2.1063 3.0366 1.4096
O 2.0504 4.4084 1.2868
H 1.1372 2.4704 1.4028
H 2.6266 2.8160 2.4540
H 2.6330 2.6935 0.5593
H 2.0030 4.6561 0.3705
C -1.2149 -2.5894 -0.9959
O -1.1411 -2.3133 0.3874
H -0.2404 -2.7416 -1.5494
H -1.7828 -1.7893 -1.3886
H -1.7591 -3.5555 -1.1494
H -2.0111 -1.9635 0.5876
C 3.3777 -0.3742 2.4149
O 2.0184 -0.0511 2.7036
H 3.5513 0.0752 1.4163
H 3.4447 -1.4951 2.3082
H 4.0274 -0.0067 3.2007
H 1.5388 -0.0463 1.8771
C 2.9148 -3.5540 -0.4174
O 2.1472 -3.1165 0.6935
H 3.0353 -4.6565 -0.4408
H 3.9346 -3.1502 -0.3674
H 2.4986 -3.0893 -1.2683
H 2.5040 -3.4671 1.5171

## Properties
HOMO energy	-9.06	eV
ΔE to the lowest compared entry with this formula, charge and spin	9.191	eV
lowest unoccupied orbital energy	0.0384	eV
structure (SMILES)	NC(N)=O.NC(N)=O.NC(N)=O.NC(N)=O.NC(N)=O.CO.CO.CO.CO.CO
HOMO-LUMO gap	9.094	eV
multiplicity	1
maximum force	12.6	eV/Å
total charge	0
E	-1704.7882	a.u.